(1)
DFT (ωB97M-V/def2-TZVPD) results for a structure of composition C28H38IrN4OP2.

Output
- LUMO (spin up / spin down) (hartree) = -0.2136 / -0.3498
- <S²> = 8.779
- frontier orbital gap (spin up / spin down) (eV) = 7.4 / 3.6

ORCA input file:
```
! RIJCOSX wB97M-V def2-TZVPD def2/J DEFGRID3
* xyz 2 6
Ir 0.208 0.874 2.312
C 4.139 -3.147 0.452
C 3.701 -2.274 -0.453
C 2.370 -2.176 -1.118
C 1.208 -1.727 -0.212
C 0.643 -2.705 0.785
C 1.060 -3.912 1.143
C 2.113 -4.738 0.446
C 3.526 -4.381 0.984
C -0.167 1.208 4.348
H 5.147 -3.016 0.841
H 4.412 -1.508 -0.780
H 2.078 -3.083 -1.652
H 2.460 -1.390 -1.884
H 1.538 -0.817 0.347
H 0.385 -1.404 -0.885
H -0.199 -2.280 1.368
H 0.587 -4.426 1.999
H 2.057 -4.627 -0.647
H 1.952 -5.808 0.682
H 3.497 -4.347 2.090
H 4.185 -5.226 0.732
H 0.015 0.223 4.796
H -1.182 1.511 4.628
H 0.541 1.932 4.805
P -1.623 0.801 1.310
P 1.113 1.403 -1.591
N -2.687 -0.669 1.204
N -2.806 1.968 1.653
N 0.398 0.610 -3.062
N 1.556 2.849 -2.535
C -1.338 0.952 -0.480
C -0.408 2.106 -0.878
C -2.972 -1.610 2.199
C -4.080 -2.368 1.815
C -4.498 -1.882 0.537
C -3.622 -0.867 0.180
C -2.854 2.771 2.800
C -3.988 3.567 2.714
C -4.643 3.254 1.479
C -3.906 2.262 0.846
C 1.149 -0.244 -3.889
C 0.301 -0.847 -4.807
C -1.015 -0.356 -4.555
C -0.925 0.553 -3.507
C 1.665 3.099 -3.912
C 1.839 4.465 -4.115
C 1.867 5.085 -2.819
C 1.701 4.080 -1.880
H -2.280 1.080 -1.021
H -0.951 -0.038 -0.785
H -0.908 2.807 -1.574
H -0.057 2.686 -0.006
H -2.351 -1.685 3.079
H -4.547 -3.168 2.371
H -5.324 -2.216 -0.076
H -3.596 -0.301 -0.738
H -2.071 2.729 3.539
H -4.300 4.303 3.433
H -5.526 3.700 1.063
H -4.037 1.772 -0.111
H 2.219 -0.333 -3.772
H 0.607 -1.543 -5.567
H -1.921 -0.593 -5.087
H -1.700 1.146 -3.049
H 1.580 2.299 -4.631
H 1.937 4.975 -5.065
H 1.995 6.137 -2.599
H 1.624 4.119 -0.806
C 2.665 -0.393 3.568
O 1.900 0.475 2.796
H 2.205 -1.388 3.569
H 2.703 0.055 4.557
H 3.635 -0.356 3.082
*
```

These are the Mulliken partial charges, in e, on atoms 1 to 6: number 1, Ir, carries 0.8921; number 2, C, carries -0.9410; number 3, C, carries -0.1714; number 4, C, carries -0.1627; number 5, C, carries 1.4863; number 6, C, carries -0.2822

---

(2)
DFT (ωB97M-V/def2-TZVPD) results for the ion C28H38N5O5S2 with charge +1.

Output
- LUMO (hartree) = -0.1282
- frontier orbital gap (eV) = 6.8

ORCA input file:
```
! RIJCOSX wB97M-V def2-TZVPD def2/J DEFGRID3
* xyz 1 1
C 4.878 4.412 1.712
C 3.703 3.459 1.846
O 4.078 2.106 1.535
C 4.151 1.798 0.240
O 3.867 2.524 -0.678
N 4.579 0.508 0.046
C 4.661 -0.027 -1.291
C 3.763 -1.264 -1.409
N 4.130 -2.225 -0.362
S 3.269 -3.951 -0.537
O 3.828 -4.593 0.597
O 3.668 -4.279 -1.858
C 1.557 -3.574 -0.379
C 1.005 -3.501 0.888
C -0.354 -3.280 1.001
C -1.138 -3.130 -0.143
C -2.634 -3.109 0.010
O -3.213 -4.058 0.484
N -3.283 -2.002 -0.467
C -4.736 -1.979 -0.417
C -5.228 -1.433 0.933
N -4.790 -0.060 1.130
C -3.840 0.092 2.224
C -2.985 1.349 2.091
C -5.900 0.879 1.206
C -6.602 1.048 -0.136
C -2.585 -0.873 -0.795
N -1.349 -0.702 -0.474
C -0.856 0.467 -0.979
C 0.435 0.957 -0.818
C 0.776 2.159 -1.403
C -0.144 2.904 -2.146
C 0.254 4.211 -2.752
C -1.439 2.430 -2.303
C -1.783 1.222 -1.728
S -3.317 0.398 -1.764
C -0.562 -3.257 -1.410
C 0.797 -3.463 -1.534
C 3.993 -1.650 0.982
C 4.901 -0.419 1.099
H 5.703 4.089 2.343
H 5.214 4.452 0.679
H 4.570 5.407 2.018
H 2.887 3.759 1.181
H 3.345 3.410 2.875
H 4.335 0.753 -1.982
H 5.699 -0.296 -1.524
H 3.884 -1.742 -2.383
H 2.715 -0.986 -1.272
H 5.108 -2.504 -0.501
H 1.627 -3.655 1.756
H -0.818 -3.236 1.973
H -5.099 -1.356 -1.234
H -5.084 -3.006 -0.545
H -6.319 -1.502 0.943
H -4.853 -2.090 1.724
H -4.351 0.101 3.202
H -3.171 -0.773 2.203
H -2.516 1.389 1.112
H -2.205 1.335 2.848
H -3.571 2.253 2.228
H -6.631 0.569 1.972
H -5.498 1.847 1.505
H -7.079 0.127 -0.460
H -7.370 1.813 -0.048
H -5.889 1.358 -0.895
H 1.144 0.399 -0.223
H 1.779 2.540 -1.292
H -0.078 4.273 -3.786
H -0.210 5.033 -2.207
H 1.332 4.341 -2.717
H -2.166 2.994 -2.866
H -1.179 -3.194 -2.292
H 1.271 -3.572 -2.496
H 4.265 -2.410 1.717
H 2.949 -1.361 1.123
H 4.754 0.070 2.062
H 5.952 -0.725 1.016
*
```

These are the natural (NBO) partial charges, in e, on atoms 1 to 6: number 1, C, carries -0.6387; number 2, C, carries -0.0686; number 3, O, carries -0.5203; number 4, C, carries 0.9099; number 5, O, carries -0.6486; number 6, N, carries -0.4663

---

(3)
DFT (ωB97M-V/def2-TZVPD) results for a structure of composition C28H39BN7PdS4.

Output
- LUMO (spin up / spin down) (hartree) = -0.1307 / -0.1306
- frontier orbital gap (spin up / spin down) (eV) = 6.7 / 6.7

ORCA input file:
```
! RIJCOSX wB97M-V def2-TZVPD def2/J DEFGRID3
* xyz 1 1
Pd 0.096 -0.269 0.281
C 1.050 5.712 -1.815
C 0.377 4.533 -1.118
C 1.151 4.199 0.154
C -1.078 4.897 -0.839
N 0.425 3.342 -2.033
C 1.089 3.309 -3.247
C 0.963 2.056 -3.735
N 0.222 1.326 -2.837
B -0.049 -0.181 -3.044
N -1.542 -0.545 -2.710
C -2.439 -0.159 -3.685
C -3.681 -0.430 -3.251
N -3.566 -0.991 -1.995
C -2.249 -1.046 -1.675
S -1.627 -1.721 -0.195
C -4.844 -1.366 -1.271
C -4.651 -2.017 0.092
C -5.632 -0.069 -1.082
C -5.595 -2.350 -2.168
N 1.051 -1.089 -2.409
C 1.184 -2.353 -2.926
C 2.215 -2.953 -2.301
N 2.713 -2.066 -1.373
C 1.987 -0.915 -1.448
S 2.189 0.529 -0.470
C 3.942 -2.461 -0.581
C 3.678 -3.837 0.029
C 4.298 -1.496 0.540
C 5.101 -2.529 -1.575
C -0.084 2.117 -1.806
S -1.004 1.583 -0.426
H 0.983 6.569 -1.147
H 0.551 5.979 -2.747
H 2.106 5.526 -2.011
H 1.144 5.072 0.806
H 2.187 3.951 -0.083
H 0.706 3.362 0.687
H -1.103 5.797 -0.224
H -1.603 4.109 -0.305
H -1.607 5.105 -1.770
H 1.577 4.164 -3.670
H 1.329 1.627 -4.649
H 0.048 -0.365 -4.227
H -2.111 0.274 -4.612
H -4.625 -0.275 -3.734
H -4.163 -1.360 0.806
H -4.092 -2.948 0.038
H -5.654 -2.241 0.457
H -5.059 0.639 -0.482
H -6.560 -0.294 -0.558
H -5.890 0.408 -2.026
H -5.001 -3.250 -2.332
H -5.858 -1.929 -3.137
H -6.521 -2.637 -1.672
H 0.545 -2.711 -3.713
H 2.634 -3.927 -2.456
H 2.786 -3.827 0.651
H 4.529 -4.104 0.654
H 3.567 -4.620 -0.719
H 3.505 -1.405 1.281
H 4.548 -0.504 0.178
H 5.179 -1.913 1.030
H 4.919 -3.253 -2.369
H 6.006 -2.827 -1.047
H 5.274 -1.553 -2.029
S 1.193 0.277 4.944
C 0.632 0.453 3.330
N 0.716 -0.589 2.572
C 1.240 -1.664 3.276
C 1.407 -2.953 2.773
C 1.943 -3.916 3.597
C 2.306 -3.611 4.919
C 2.123 -2.346 5.436
C 1.578 -1.373 4.596
H 0.251 1.405 2.987
H 1.089 -3.168 1.759
H 2.077 -4.924 3.229
H 2.724 -4.385 5.549
H 2.388 -2.121 6.459
*
```

These are the Mulliken partial charges, in e, on atoms 1 to 6: number 1, Pd, carries 0.3535; number 2, C, carries -2.1361; number 3, C, carries 1.1236; number 4, C, carries -1.3383; number 5, C, carries -1.5427; number 6, N, carries 0.4127

---

no.,maximum force (eV Å⁻¹)
1,9.55
2,1.20
3,0.45